Here is a structure of composition C53H67BBaN6O5S in a non-equilibrium geometry from the Open Molecules 2025 dataset. Energies are from ωB97M-V/def2-TZVPD.

```
134
Properties=species:S:1:pos:R:3
Ba 12.387 10.596 11.517
C 9.149 9.496 7.695
C 9.082 10.790 8.377
C 7.988 11.651 8.506
C 8.467 12.755 9.201
C 7.704 13.934 9.683
N 9.844 12.564 9.475
N 10.167 11.314 8.992
B 10.963 13.408 10.266
N 11.921 14.512 9.541
N 13.291 14.456 9.920
C 13.981 15.075 8.983
C 15.455 15.055 8.992
C 13.140 15.612 7.992
C 11.854 15.219 8.374
C 10.539 15.519 7.744
N 10.459 13.826 11.733
N 10.431 12.847 12.701
C 9.962 13.389 13.834
C 9.808 12.631 15.074
C 9.639 14.742 13.635
C 9.958 15.013 12.305
C 9.803 16.305 11.556
H 8.228 9.334 7.094
H 10.028 9.455 7.031
H 9.241 8.667 8.440
H 6.987 11.544 8.130
H 6.613 13.792 9.523
H 7.853 14.082 10.779
H 8.025 14.870 9.175
H 11.816 12.655 10.422
H 15.817 14.047 9.278
H 15.814 15.320 7.988
H 15.826 15.834 9.711
H 13.424 16.158 7.115
H 10.666 16.107 6.826
H 10.016 14.543 7.501
H 9.888 16.070 8.454
H 9.804 11.549 14.854
H 10.685 12.818 15.747
H 8.859 12.958 15.555
H 9.188 15.430 14.340
H 9.568 17.151 12.262
H 10.760 16.481 11.007
H 9.003 16.231 10.787
C 15.692 9.295 8.897
C 16.347 9.288 10.155
C 15.515 8.553 11.051
C 14.385 8.126 10.310
C 14.501 8.584 9.002
C 13.663 8.142 7.836
C 12.471 7.284 8.324
C 14.443 7.270 6.786
C 13.184 9.394 7.067
C 15.812 7.968 12.424
C 16.800 6.767 12.329
C 16.361 8.973 13.446
C 14.507 7.403 13.035
C 17.631 10.066 10.340
C 18.119 10.552 8.963
C 18.808 9.264 10.939
C 17.364 11.361 11.144
H 16.067 9.756 7.998
H 13.491 7.686 10.715
H 12.840 6.405 8.902
H 11.824 6.898 7.517
H 11.804 7.801 9.055
H 14.855 6.340 7.228
H 15.322 7.825 6.392
H 13.795 7.019 5.943
H 12.632 10.116 7.703
H 12.499 9.128 6.236
H 14.027 9.973 6.608
H 17.731 7.005 11.813
H 16.351 5.907 11.775
H 17.045 6.407 13.349
H 17.331 9.429 13.167
H 16.500 8.441 14.434
H 15.662 9.818 13.586
H 14.057 6.601 12.417
H 13.737 8.174 13.219
H 14.706 6.957 14.028
H 18.367 9.715 8.273
H 19.043 11.174 9.065
H 17.358 11.204 8.455
H 19.061 8.354 10.343
H 18.642 8.949 11.994
H 19.701 9.928 10.944
H 16.566 11.978 10.676
H 18.295 11.968 11.188
H 17.030 11.169 12.157
O 14.358 12.508 12.616
C 14.482 12.884 13.985
C 13.649 11.819 14.771
O 13.330 12.249 15.916
O 13.324 10.683 14.249
C 13.918 14.304 14.216
C 14.115 14.899 15.484
C 13.641 16.159 15.787
C 12.929 16.896 14.829
C 12.841 16.386 13.540
C 13.365 15.134 13.232
C 15.962 12.826 14.463
C 16.299 12.237 15.689
C 17.562 12.320 16.236
C 18.581 12.973 15.553
C 18.272 13.522 14.326
C 17.004 13.453 13.762
H 14.165 13.336 12.119
H 14.581 14.332 16.276
H 13.802 16.565 16.773
H 12.470 17.845 15.063
H 12.330 16.921 12.748
H 13.300 14.816 12.191
H 15.516 11.793 16.291
H 17.745 11.877 17.203
H 19.562 13.007 15.974
H 19.064 14.047 13.795
H 16.861 13.899 12.787
O 8.252 6.655 17.942
C 7.648 6.450 16.722
O 6.586 5.876 16.711
C 8.312 6.956 15.450
C 9.517 7.678 15.404
C 10.044 8.127 14.189
C 9.377 7.899 12.965
S 10.041 8.490 11.466
C 8.165 7.146 13.020
C 7.647 6.687 14.221
H 9.092 7.135 17.825
H 10.090 7.917 16.325
H 10.982 8.680 14.185
H 7.667 6.988 12.066
H 6.712 6.113 14.226
```

Computed properties:
total charge: -2
DFT total energy: -87439.08016 eV
LUMO level: 3.80 eV
energy above the lowest of the compared OMol25 structures with the same formula, charge and spin: 0.0 kJ/mol